Entry 1:
{
  "formula": "C5H7NO",
  "method": "ωB97M-V/def2-TZVPD",
  "total_charge": 0,
  "homo_energy_ha": -0.3164,
  "lumo_ha": 0.029,
  "species": ["C", "C", "C", "O", "C", "N", "C", "H", "H", "H", "H", "H", "H", "H"],
  "coordinates": [[-2.133629, 0.175119, -0.210807], [-0.819061, -0.386109, 0.303269], [-0.224391, -1.481167, -0.535144], [1.066169, -1.174936, -0.610439], [1.377284, 0.049530, 0.015707], [2.714468, 0.361652, -0.044858], [0.293755, 0.578820, 0.571806], [-2.566062, 0.854222, 0.526678], [-2.838562, -0.632708, -0.416323], [-1.976880, 0.734692, -1.133503], [-1.038005, -1.027194, 1.179944], [3.170815, 0.000937, -0.866627], [2.935405, 1.331089, 0.123128], [0.238813, 1.508009, 1.117407]],
  "forces_ev_per_a": [[-0.154, 0.023, -0.041], [-0.067, -0.277, 0.046], [0.382, 0.367, -0.103], [-0.036, -0.241, -0.144], [-0.131, 0.160, 0.136], [-0.043, -0.004, -0.006], [0.089, -0.050, 0.000], [-0.035, -0.062, -0.063], [0.032, 0.086, 0.045], [0.010, -0.007, 0.007], [-0.028, 0.196, 0.214], [0.076, -0.065, -0.078], [-0.071, -0.058, 0.025], [-0.022, -0.069, -0.039]]
}

***

Entry 2:
{
  "formula": "C40H50GeNO10P2PtS",
  "method": "ωB97M-V/def2-TZVPD",
  "multiplicity": 4,
  "s_squared": 3.81,
  "total_charge": -2,
  "homo_energy_ha": [-0.0092, -0.1072],
  "lumo_ha": [0.138, 0.138],
  "species": ["Pt", "C", "C", "C", "O", "P", "O", "C", "P", "O", "O", "C", "C", "C", "O", "C", "C", "C", "O", "C", "C", "C", "H", "H", "H", "H", "H", "H", "H", "H", "H", "H", "H", "H", "H", "H", "H", "H", "H", "H", "H", "H", "H", "H", "H", "H", "H", "H", "H", "H", "H", "H", "C", "Ge", "C", "C", "C", "C", "C", "C", "C", "C", "C", "C", "C", "C", "C", "C", "C", "C", "C", "C", "H", "H", "H", "H", "H", "H", "H", "H", "H", "H", "H", "H", "H", "H", "H", "H", "O", "C", "O", "C", "C", "C", "C", "C", "C", "N", "O", "O", "H", "H", "H", "H", "S", "C"],
  "coordinates": [[1.746955, -0.585296, -0.822867], [0.910198, -2.704728, 5.799955], [0.113378, -2.814569, 4.512443], [-0.544310, -4.176807, 4.352876], [1.009094, -2.582158, 3.413324], [0.590596, -1.520578, 2.256472], [1.779483, -1.479939, 1.348797], [-0.987492, -1.780808, 1.637277], [-0.988088, -2.766169, 0.222598], [0.061476, -2.535589, -0.800544], [-2.407277, -2.663056, -0.527032], [-3.710755, -2.344544, -0.012070], [-3.843366, -0.849679, 0.248631], [-4.077441, -3.183777, 1.208278], [-0.991782, -4.314715, 0.709374], [-0.260576, -5.289804, -0.056774], [-0.971679, -6.616940, 0.123066], [1.180437, -5.330320, 0.422888], [0.403612, -0.163804, 3.124480], [1.565832, 0.510067, 3.678841], [1.077488, 1.231909, 4.920110], [2.166978, 1.474813, 2.676207], [0.247714, -2.779120, 6.667742], [1.437804, -1.748376, 5.836947], [1.652959, -3.507377, 5.844257], [-0.663062, -2.044390, 4.519373], [0.173647, -4.975927, 4.564378], [-0.897669, -4.299304, 3.325675], [-1.390881, -4.274896, 5.038603], [-0.673808, -0.309393, -0.204362], [-1.650545, -2.150765, 2.417036], [-4.378672, -2.617252, -0.827809], [-3.113389, -0.533944, 0.995837], [-4.849984, -0.611424, 0.606469], [-3.649294, -0.290636, -0.670025], [-3.564003, -2.812296, 2.098516], [-3.793891, -4.226181, 1.050684], [-5.154326, -3.127015, 1.383745], [-0.278097, -5.001730, -1.108740], [-1.014222, -6.870623, 1.187067], [-0.436359, -7.408127, -0.407569], [-1.993654, -6.560082, -0.260520], [1.209758, -5.562850, 1.492340], [1.645350, -4.352707, 0.272458], [1.744037, -6.088648, -0.128194], [2.313472, -0.239421, 3.951847], [0.320198, 1.966844, 4.633812], [1.908008, 1.746162, 5.408727], [0.626687, 0.532021, 5.629297], [1.436043, 2.247170, 2.418776], [2.465415, 0.953427, 1.768808], [3.058570, 1.947816, 3.097119], [-0.175844, 0.112833, -1.082663], [-0.752851, 1.952058, -1.118195], [0.370337, 3.286146, -0.205184], [-0.179257, 4.527322, 0.128525], [0.603304, 5.526704, 0.695457], [1.954213, 5.298238, 0.936868], [2.508344, 4.058978, 0.645669], [1.717549, 3.058073, 0.090085], [-2.423105, 2.014201, -0.064812], [-3.614928, 2.596429, -0.497332], [-4.747787, 2.599253, 0.313467], [-4.711540, 1.998837, 1.565809], [-3.534849, 1.400918, 2.006269], [-2.402574, 1.416412, 1.201274], [-1.113606, 2.610647, -2.926639], [-1.721772, 3.845647, -3.167956], [-1.992174, 4.265683, -4.464830], [-1.634660, 3.466063, -5.544611], [-1.007265, 2.248751, -5.325067], [-0.761050, 1.820193, -4.024269], [-0.564216, -0.422776, -1.954372], [-1.235697, 4.710344, -0.050435], [0.161323, 6.483920, 0.949125], [2.569659, 6.085187, 1.359538], [3.556124, 3.865273, 0.847958], [2.148773, 2.079757, -0.089212], [-3.669722, 3.041102, -1.486268], [-5.661592, 3.068651, -0.034427], [-5.596256, 1.992045, 2.192088], [-3.499380, 0.911259, 2.973623], [-1.493711, 0.936386, 1.561640], [-1.964502, 4.500575, -2.335540], [-2.470736, 5.223722, -4.631429], [-1.830846, 3.802544, -6.556455], [-0.689985, 1.636106, -6.160457], [-0.257817, 0.871617, -3.865868], [5.784973, 0.621056, -0.900668], [4.618378, 0.492901, -1.256987], [3.679697, 0.127793, -0.405120], [4.247785, 0.750866, -2.676531], [5.200874, 0.654910, -3.663163], [4.937275, 0.938037, -5.004430], [3.654796, 1.413331, -5.405000], [2.630040, 1.512993, -4.471436], [2.819053, 1.065290, -3.053575], [3.462582, 1.809795, -6.714859], [2.324093, 2.303656, -7.048504], [4.424287, 1.676523, -7.567043], [6.197504, 0.358422, -3.356028], [5.695975, 0.833027, -5.765706], [1.654575, 1.857306, -4.777527], [2.416758, 1.826877, -2.383213], [1.718809, -1.416326, -3.746812], [2.090044, -0.230049, -2.723374]],
  "forces_ev_per_a": [[0.850, 0.130, -0.147], [0.104, 0.052, -0.047], [0.036, -0.064, -0.084], [0.030, -0.030, -0.143], [-0.091, -0.057, 0.222], [-0.049, 0.404, 0.291], [-0.493, 0.369, -0.248], [0.697, -0.658, -0.053], [-0.366, 0.058, -0.124], [0.145, -0.466, 0.235], [-0.130, 0.062, 0.047], [0.013, 0.160, 0.167], [0.118, -0.853, -0.194], [0.128, 0.009, -0.077], [0.090, -0.169, -0.019], [0.063, -0.118, 0.012], [-0.088, 0.027, 0.071], [-0.041, 0.160, 0.051], [0.388, 0.106, -0.180], [-0.061, -0.025, 0.072], [-0.092, -0.104, 0.043], [-0.243, -0.167, 0.038], [0.062, -0.032, -0.046], [-0.069, -0.069, 0.032], [-0.059, 0.074, 0.023], [0.001, 0.084, -0.060], [-0.036, 0.063, -0.034], [-0.025, 0.003, 0.094], [0.053, -0.025, -0.004], [-0.060, 0.253, -0.163], [-0.127, 0.198, -0.033], [-0.043, -0.131, -0.128], [-0.407, -0.677, -0.424], [0.100, -0.077, -0.045], [-0.039, -0.064, 0.119], [-0.082, -0.080, -0.036], [-0.039, 0.025, 0.036], [0.026, 0.017, 0.006], [-0.009, 0.059, -0.038], [0.009, -0.024, -0.068], [-0.036, 0.021, 0.022], [0.066, -0.019, 0.026], [0.004, -0.035, -0.061], [-0.004, -0.114, -0.013], [-0.006, 0.060, 0.034], [-0.023, -0.126, -0.001], [0.056, -0.008, 0.043], [-0.041, 0.013, -0.014], [0.033, 0.048, -0.023], [0.113, -0.111, 0.125], [0.051, -0.044, 0.018], [-0.070, 0.026, 0.019], [-0.129, 0.004, 0.116], [0.038, 0.306, 0.074], [0.219, -0.062, 0.067], [0.117, -0.001, 0.004], [-0.032, -0.082, -0.016], [-0.013, -0.046, -0.009], [-0.058, 0.073, -0.079], [-0.188, 0.189, -0.246], [-0.059, 0.047, 0.166], [-0.036, -0.023, 0.063], [0.060, -0.006, -0.031], [0.232, 0.052, 0.059], [0.012, 0.725, 0.134], [0.232, 0.851, 0.144], [-0.004, -0.113, -0.119], [0.090, -0.013, -0.041], [0.042, -0.056, 0.072], [-0.032, 0.014, 0.039], [-0.027, -0.065, 0.034], [-0.119, 0.148, 0.084], [-0.042, 0.145, 0.053], [0.053, 0.029, 0.033], [0.003, -0.005, -0.021], [-0.017, -0.032, 0.001], [-0.046, -0.020, -0.002], [0.080, 0.082, -0.150], [0.000, -0.007, 0.048], [0.005, -0.027, -0.021], [-0.004, -0.011, 0.006], [0.003, -0.012, -0.021], [-0.123, 0.010, -0.023], [-0.038, -0.030, -0.058], [0.014, 0.020, -0.015], [0.039, -0.021, 0.031], [0.056, 0.057, 0.019], [-0.084, 0.012, -0.041], [-0.088, -0.057, 0.111], [0.072, -0.119, -0.186], [-0.255, -0.015, 0.012], [-0.082, 0.085, 0.133], [-0.062, 0.072, -0.006], [-0.095, -0.045, 0.041], [0.042, 0.057, 0.062], [0.211, -0.059, 0.113], [0.048, -0.163, -0.336], [-0.039, 0.016, -0.415], [0.425, -0.220, 0.072], [-0.431, 0.117, 0.339], [-0.015, 0.039, -0.031], [-0.016, 0.031, 0.030], [0.143, 0.021, -0.037], [-0.052, 0.149, 0.201], [0.003, -0.082, -0.221], [-0.462, -0.097, 0.424]]
}

***

Entry 3:
{
  "formula": "C2HN3O2",
  "method": "ωB97M-V/def2-TZVPD",
  "total_charge": 0,
  "homo_energy_ha": -0.3464,
  "smiles": "n1c2[nH]n1-2.O=C=O",
  "lumo_ha": -0.001,
  "species": ["C", "C", "N", "N", "N", "O", "O", "H"],
  "coordinates": [[1.937491, 0.839672, -0.887306], [-2.606403, -0.673722, 0.056111], [0.330419, 0.927957, -0.577139], [0.791138, 0.002686, 0.146332], [2.075016, 0.418241, 0.414615], [-2.286530, 0.108778, -0.737946], [-3.003174, -1.477445, 0.779434], [2.762042, -0.146164, 0.805898]],
  "forces_ev_per_a": [[-1.523, 1.128, 0.009], [-0.260, 0.532, -1.212], [3.595, -0.430, -0.936], [-3.062, -1.319, 1.291], [-0.337, 2.339, -0.722], [-0.009, -0.095, 0.378], [0.006, -0.539, 0.842], [1.590, -1.615, 0.351]]
}

***

Calculated largest force on an atom, 0.01049, 0.01867, 0.07272 hartree/bohr (same order as the records).
Calculated ΔE to the lowest compared entry with this formula, charge and spin, 291.9, 52.3, 627.2 kJ/mol (same order as the records).